Entry w
The following is a DFT calculation (ωB97M-V/def2-TZVPD) of an isolated molecule of C3H8N2O.

Geometry (Å):
C: -1.0636 -0.8992 -1.8099
N: 0.1716 -0.7587 -1.2039
C: 0.4133 0.4682 -0.3962
C: -0.1619 0.2350 0.9079
N: 0.6168 0.9937 2.0102
O: -1.1835 -1.9756 -2.3593
H: -1.7076 -0.0608 -1.8290
H: 0.8894 -1.5867 -1.2416
H: -0.0562 1.3064 -0.8686
H: 1.5442 0.3289 -0.2133
H: -1.1776 0.6670 1.0761
H: -0.1950 -0.8881 1.1795
H: 0.3833 0.8285 2.9291
H: 1.5267 1.3413 1.8191

Results
LUMO (eV): 1.03
SMILES: NCCNC=O
HOMO (eV): -8.966
HOMO-LUMO gap (eV): 9.9980

Mulliken population analysis, charges in e, atoms 1 to 2: number 1, C, carries 0.1097; number 2, N, carries -0.2239

Entry x
The following is a DFT calculation (ωB97M-V/def2-TZVPD) of an isolated molecule of C3H8N2O.

Geometry (Å):
C: 1.1831 -1.0688 0.3812
N: -0.4428 -0.3592 0.4954
C: -0.0403 0.7809 -0.0528
N: -1.4293 -1.1048 -0.0973
C: 0.8873 1.6982 -0.2534
O: -1.5667 1.5660 0.0387
H: -2.1537 0.9570 -0.4434
H: -1.4430 -1.1315 -1.1143
H: -1.8751 -1.7239 0.5709
H: 1.9070 -0.5416 0.9973
H: 1.5092 -1.2291 -0.6460
H: 0.9459 -2.0209 0.8500
H: 0.5769 2.7176 -0.4367
H: 1.9415 1.4600 -0.2897

Results
LUMO (eV): 0.73
SMILES: C=C(O)N(C)N
HOMO (eV): -8.656
HOMO-LUMO gap (eV): 9.3813

Mulliken population analysis, charges in e, atoms 1 to 2: number 1, C, carries -1.0111; number 2, N, carries 0.0770

Entry y
The following is a DFT calculation (ωB97M-V/def2-TZVPD) of an isolated molecule of C3H8N2O.

Geometry (Å):
O: 0.5251 1.5562 -0.7061
C: 0.7366 0.3059 -0.6677
N: 0.0513 -0.5498 0.1125
C: -0.8760 0.0762 1.2573
N: -2.2522 -0.0170 0.6608
C: 2.1226 -0.2166 -1.0818
H: -0.4849 -1.4073 -0.0549
H: -0.9097 -0.6820 2.0503
H: -0.6430 1.1514 1.6180
H: -2.8379 0.6275 1.1560
H: -2.3426 0.2918 -0.2922
H: 2.4857 0.5640 -1.7846
H: 2.7234 -0.7622 -0.5089
H: 1.7015 -0.9382 -1.7588

Results
LUMO (eV): 0.98
SMILES: CC(=O)NCN
HOMO (eV): -9.731
HOMO-LUMO gap (eV): 10.7117

Mulliken population analysis, charges in e, atoms 1 to 2: number 1, O, carries -0.6045; number 2, C, carries 0.6274

Entry z
The following is a DFT calculation (ωB97M-V/def2-TZVPD) of a cluster of 3 separate species, C3H8N2O in total.

Geometry (Å):
C: -0.7065 -0.2748 -0.5942
C: 0.3028 0.5106 0.2982
C: 0.2010 -0.9758 0.4164
H: -2.8053 -1.5254 -0.6144
H: -1.9191 0.7433 1.3437
H: -0.5365 -0.5442 -1.6288
H: -0.2778 1.0479 1.0558
H: 2.0673 1.5245 0.4286
H: 1.1116 1.9512 -0.9319
H: -0.0829 -1.4379 1.4055
H: 1.9652 -0.8092 -0.5136
N: -2.0884 0.1691 -0.1802
N: 1.3897 1.2047 -0.2872
O: 1.3788 -1.5840 -0.1981

Results
LUMO (eV): -1.12
HOMO (eV): -8.638
HOMO-LUMO gap (eV): 7.5146

Mulliken population analysis, charges in e, atoms 1 to 2: number 1, C, carries -0.0714; number 2, C, carries -0.1248

Most stable pick: entry w. Distance to second place: 0.209 eV.

Entry w
The following is a DFT calculation (ωB97M-V/def2-TZVPD) of an isolated molecule of C3H8N2O.

Geometry (Å):
O: 1.6888 -0.2767 1.0465
C: 0.8139 -0.7279 0.3369
N: -0.3288 -0.0486 0.0457
C: -0.5418 1.3070 0.5346
N: -0.9391 2.1441 -0.5725
C: 0.9808 -2.0946 -0.2877
H: -1.1268 -0.5040 -0.3575
H: 0.4268 1.6099 0.9298
H: -1.2484 1.2709 1.3699
H: -1.5065 2.9486 -0.3712
H: -1.2542 1.6657 -1.3690
H: 1.7001 -2.0699 -1.1008
H: 0.0411 -2.4617 -0.7113
H: 1.2942 -2.7626 0.5068

Results
LUMO (eV): 0.89
SMILES: CC(=O)NCN
HOMO (eV): -9.095
HOMO-LUMO gap (eV): 9.9901

Mulliken population analysis, charges in e, atoms 1 to 2: number 1, O, carries -0.6145; number 2, C, carries 0.6587

Entry x
The following is a DFT calculation (ωB97M-V/def2-TZVPD) of an isolated molecule of C3H8N2O.

Geometry (Å):
C: -1.6016 0.3686 0.2683
C: -0.2761 0.7509 -0.3406
C: 2.9266 -0.3831 0.1509
H: -2.9759 -1.0801 0.2370
H: -1.3893 -1.5302 -0.6131
H: -1.2665 0.2586 1.3653
H: -2.3135 1.3352 0.2951
H: 0.2070 1.5681 0.1965
H: -0.4198 0.8088 -1.4068
H: 2.7104 -0.8942 1.1776
H: 3.9966 -0.2347 -0.1586
N: -2.2511 -0.7985 -0.4326
N: 1.9516 0.1137 -0.6702
O: 0.7015 -0.2829 -0.0689

Results
LUMO (eV): 0.91
SMILES: C=NOCCN
HOMO (eV): -9.455
HOMO-LUMO gap (eV): 10.3644

Mulliken population analysis, charges in e, atoms 1 to 2: number 1, C, carries -0.2832; number 2, C, carries -0.4861

Most stable pick: entry w. Distance to second place: 3.937 eV.

Entry w
The following is a DFT calculation (ωB97M-V/def2-TZVPD) of an isolated molecule of C3H8N2O.

Geometry (Å):
C: -0.6709 -1.0049 0.9841
C: -0.2288 -0.9911 -1.5575
N: 0.4690 1.6258 0.9098
C: -0.0989 -0.3258 -0.2259
O: 1.2044 2.8088 0.6042
N: 0.6008 0.7415 -0.1502
H: 0.6699 3.2391 -0.0796
H: 1.2635 0.9229 1.2820
H: -1.2476 -1.8870 0.7012
H: 0.1278 -1.3278 1.6531
H: 0.2071 -0.3685 -2.3346
H: -1.2809 -1.1672 -1.7884
H: 0.2714 -1.9615 -1.5486
H: -1.2867 -0.3045 1.5504

Results
LUMO (eV): 0.97
SMILES: CC(C)=NNO
HOMO (eV): -9.142
HOMO-LUMO gap (eV): 10.1086

Mulliken population analysis, charges in e, atoms 1 to 2: number 1, C, carries -1.2248; number 2, C, carries -1.1133

Entry x
The following is a DFT calculation (ωB97M-V/def2-TZVPD) of an isolated molecule of C3H8N2O.

Geometry (Å):
C: -1.3552 1.5049 0.1356
C: -1.4965 0.0107 0.2610
C: 0.5125 -0.8565 -0.6719
H: -0.2858 1.7699 0.1815
H: -1.8774 1.9665 0.9362
H: -1.7412 1.7912 -0.8310
H: -1.1068 -0.3499 1.1907
H: -2.5305 -0.2800 0.0913
H: 0.9410 -1.3776 -1.5590
H: 3.0055 -0.9441 1.1123
H: 2.8599 -1.4870 -0.4906
N: 1.2416 -0.4206 0.3009
N: 2.6271 -0.6543 0.1678
O: -0.7943 -0.6731 -0.8249

Results
LUMO (eV): 1.12
SMILES: CCO/C=N/N
HOMO (eV): -8.457
HOMO-LUMO gap (eV): 9.5725

Mulliken population analysis, charges in e, atoms 1 to 2: number 1, C, carries -1.0177; number 2, C, carries -0.2962

Entry y
The following is a DFT calculation (ωB97M-V/def2-TZVPD) of a cluster of 2 separate species, C3H8N2O in total.

Geometry (Å):
C: -1.7744 0.3405 0.1069
C: -0.3965 0.1820 -0.6932
C: 0.5019 -0.3837 0.4236
H: -1.7062 0.9610 0.9751
H: -2.0066 -0.6658 0.3746
H: -2.5151 0.8403 -0.6220
H: -0.5604 -0.6325 -1.5371
H: 0.4513 2.1308 -0.6509
H: 0.9212 1.1808 -1.9278
H: 1.3611 -2.2453 1.1031
H: 1.0287 -2.5542 -0.8804
N: 0.1111 1.3390 -1.3325
N: 0.7020 -1.7415 0.4498
O: 0.9185 0.3712 1.2901

Results
LUMO (eV): -0.74
HOMO (eV): -9.149
HOMO-LUMO gap (eV): 8.4131

Mulliken population analysis, charges in e, atoms 1 to 2: number 1, C, carries -1.3430; number 2, C, carries 0.3621

Entry z
The following is a DFT calculation (ωB97M-V/def2-TZVPD) of a cluster of 2 separate species, C3H8N2O in total.

Geometry (Å):
C: 2.5634 0.1026 0.3952
C: -2.7498 -0.3376 0.1525
C: 1.4565 0.2724 -0.5182
N: -0.4931 -0.7989 0.0821
N: -1.3473 0.0766 -0.0069
O: -1.1742 1.2077 -0.4967
H: 2.9696 -0.9688 0.4131
H: 3.2499 0.7762 0.0948
H: 2.2947 0.3203 1.4768
H: -3.2316 -0.0537 -0.7868
H: -2.5942 -1.4768 0.0945
H: -3.3081 -0.1218 1.0604
H: 1.3767 -0.2295 -1.4580
H: 0.9876 1.2314 -0.5029

Results
LUMO (alpha / beta) (eV): 0.14 / 0.14
HOMO (alpha / beta) (eV): -8.685 / -8.686
HOMO-LUMO gap (alpha / beta) (eV): 8.8217 / 8.8231

Mulliken population analysis, charges in e, atoms 1 to 2: number 1, C, carries -0.8628; number 2, C, carries -0.7675

Most stable pick: entry x. Distance to second place: 1.336 eV.

Entry w
The following is a DFT calculation (ωB97M-V/def2-TZVPD) of a cluster of 2 separate species, C3H8N2O in total.

Geometry (Å):
C: 2.5326 0.6130 0.4080
C: 1.3069 0.2461 0.0341
O: 0.9761 -0.9047 -0.6619
H: 3.3217 -0.0643 0.1704
H: 2.7185 1.5875 0.9513
H: 0.4206 0.8898 0.3700
H: 0.1948 -0.8068 -1.2516
N: -1.4902 -0.4421 0.8970
C: -2.0659 -0.0784 -0.2831
N: -1.4655 -0.0900 -1.4500
H: -0.6462 -1.0374 0.7859
H: -2.0605 -0.5852 1.7137
H: -3.1676 0.1458 -0.2181
H: -0.5752 0.5267 -1.4656

Results
LUMO (eV): 0.78
SMILES: [H]/N=C\N.C=CO
HOMO (eV): -8.947
HOMO-LUMO gap (eV): 9.7312

Mulliken population analysis, charges in e, atoms 1 to 2: number 1, C, carries -0.8820; number 2, C, carries 0.2350

Entry x
The following is a DFT calculation (ωB97M-V/def2-TZVPD) of an isolated molecule of C3H8N2O.

Geometry (Å):
C: -0.0781 -1.1769 -0.2255
C: -1.8906 0.4884 0.1545
N: 2.2847 0.0853 0.6588
C: 0.3952 0.1305 -0.7247
O: 1.6624 0.6417 -0.5131
N: -0.5294 0.0700 0.3686
H: 1.7973 0.4941 1.4596
H: 3.2244 0.4731 0.6237
H: -0.7650 -1.7372 -0.8504
H: 0.5752 -1.7639 0.4020
H: 0.0605 0.4865 -1.6968
H: -2.5247 -0.0094 0.8882
H: -1.9518 1.5654 0.3083
H: -2.2600 0.2523 -0.8532

Results
LUMO (eV): 1.18
SMILES: CN1C[C@@H]1ON
HOMO (eV): -8.745
HOMO-LUMO gap (eV): 9.9204

Mulliken population analysis, charges in e, atoms 1 to 2: number 1, C, carries -0.4382; number 2, C, carries -0.8544

Entry y
The following is a DFT calculation (ωB97M-V/def2-TZVPD) of a structure of composition C3H8N2O.

Geometry (Å):
C: -0.1745 0.5142 0.4564
C: -0.5838 -0.7483 -0.2395
N: -0.9926 1.6340 0.0372
N: -0.1077 -1.9057 0.2765
C: 1.1804 0.4396 -0.3152
O: 2.1137 -0.2449 0.1945
H: -0.0166 0.3808 1.5330
H: -1.8978 1.6309 0.4932
H: -0.5329 2.5111 0.2525
H: -0.2174 -2.7299 -0.2986
H: 0.8452 -1.7935 0.6490
H: 1.3639 1.3450 -0.9230
H: -1.4892 -0.7660 -0.8359
H: 0.5094 -0.2672 -1.2800

Results
LUMO (eV): 0.83
HOMO (eV): -8.544
HOMO-LUMO gap (eV): 9.3790

Mulliken population analysis, charges in e, atoms 1 to 2: number 1, C, carries 0.2958; number 2, C, carries -0.5160

Most stable pick: entry w. Distance to second place: 0.340 eV.

Entry w
The following is a DFT calculation (ωB97M-V/def2-TZVPD) of a cluster of 2 separate species, C4H4N2O2 in total.

Geometry (Å):
C: -1.1852 -0.0753 1.2715
C: 0.9131 0.0207 -0.0898
C: 0.5655 -1.3295 -0.7409
C: -0.0329 0.6407 0.8532
N: -2.0505 -0.7126 1.7071
N: -1.1615 1.5193 -0.8711
O: 2.0350 0.5185 -0.0650
O: -1.1461 2.6515 -0.9124
H: 1.4311 -1.3920 -1.4984
H: -0.4172 -1.1911 -1.0854
H: 0.6002 -2.0547 0.1292
H: 0.4484 1.4045 1.3019

Results
LUMO (alpha / beta) (eV): -1.21 / -1.49
HOMO (alpha / beta) (eV): -9.394 / -9.406
HOMO-LUMO gap (alpha / beta) (eV): 8.1800 / 7.9146

Mulliken population analysis, charges in e, atoms 1 to 2: number 1, C, carries 0.3275; number 2, C, carries 0.7679

Entry x
The following is a DFT calculation (ωB97M-V/def2-TZVPD) of an isolated molecule of C4H4N2O2.

Geometry (Å):
C: -2.5067 -0.0326 -0.3773
C: -1.3354 -0.0943 0.2335
C: 0.9204 -0.4795 0.0872
C: 1.3812 0.8196 0.0140
H: -2.9841 -0.8394 -0.9793
H: -3.0994 0.6363 0.0888
H: -1.0140 0.6404 1.1152
H: 1.0328 1.7796 -0.1299
N: 3.0945 -0.6582 -0.1919
N: 2.0495 -1.2924 -0.0311
O: -0.2331 -1.1220 0.2182
O: 2.6946 0.6425 -0.0474

Results
LUMO (eV): 0.78
SMILES: C=COc1conn1
HOMO (eV): -9.478
HOMO-LUMO gap (eV): 10.2624

Mulliken population analysis, charges in e, atoms 1 to 2: number 1, C, carries -0.7141; number 2, C, carries 0.0875

Entry y
The following is a DFT calculation (ωB97M-V/def2-TZVPD) of an isolated molecule of C4H4N2O2.

Geometry (Å):
C: -1.9229 -0.5339 0.0832
C: -0.5220 -0.3164 0.0879
C: -0.2067 0.8924 0.1305
C: 1.6891 -0.8470 -0.1934
H: -2.3039 -1.6669 0.3496
H: -1.0751 1.5958 -0.1282
H: 1.4599 2.3015 0.6652
H: 2.4639 -1.6567 -0.3469
N: 1.1421 1.2835 0.1136
N: 2.1566 0.3393 -0.2294
O: -2.7310 0.4144 -0.2575
O: 0.4984 -1.3024 0.2101

Results
LUMO (eV): -0.06
SMILES: O=CC1=CNN=CO1
HOMO (eV): -8.332
HOMO-LUMO gap (eV): 8.2694

Mulliken population analysis, charges in e, atoms 1 to 2: number 1, C, carries -0.1268; number 2, C, carries 0.2409

Most stable pick: entry y. Distance to second place: 0.229 eV.

Entry w
The following is a DFT calculation (ωB97M-V/def2-TZVPD) of an isolated molecule of C4H4N2O2.

Geometry (Å):
C: -0.6332 -1.1724 -0.8831
C: 0.0992 0.7845 0.5866
C: -0.6221 -0.5132 0.4081
C: 1.4197 1.0042 0.0187
O: -1.1507 -1.1563 -2.0733
O: -0.2896 1.5335 1.6797
N: 0.1612 -1.7263 -0.0804
N: 0.5309 1.4841 -0.7312
H: -0.6208 -1.6835 -2.6934
H: 0.0555 1.1437 2.4929
H: 2.4770 0.9864 0.1603
H: -1.4272 -0.6847 1.1152

Results
LUMO (eV): 0.58
SMILES: OC1=N[C@H]1[C@@]1(O)C=N1
HOMO (eV): -9.282
HOMO-LUMO gap (eV): 9.8619

Mulliken population analysis, charges in e, atoms 1 to 2: number 1, C, carries 0.2099; number 2, C, carries 0.8564

Entry x
The following is a DFT calculation (ωB97M-V/def2-TZVPD) of a cluster of 2 separate species, C4H4N2O2 in total.

Geometry (Å):
C: -0.0077 -1.0585 -0.1684
C: 1.9493 0.3026 0.0974
C: 0.3843 0.3403 -0.0834
C: -0.4783 1.3729 -0.1098
H: -3.0309 -1.1624 0.8020
H: 2.5400 1.1806 0.4650
H: -1.5224 1.5171 -0.3949
H: -0.0447 2.4039 -0.3067
N: -1.1280 -1.6421 0.0678
N: 2.3398 -0.9232 -0.0264
O: -2.1826 -0.5662 -0.1115
O: 1.1812 -1.7649 -0.2311

Results
LUMO (eV): -0.41
HOMO (eV): -9.219
HOMO-LUMO gap (eV): 8.8069

Mulliken population analysis, charges in e, atoms 1 to 2: number 1, C, carries 0.4999; number 2, C, carries -0.2331

Most stable pick: entry w. Distance to second place: 3.000 eV.